1.
{
  "formula": "C8H15B",
  "method": "the ωB97M-V functional and the def2-TZVPD basis",
  "de_lowest_ev": 0.210,
  "orbital_gap_ev": 9.55,
  "e_homo_ev": -9.03,
  "charge": 0,
  "elements": ["B", "C", "C", "C", "C", "C", "C", "C", "C", "H", "H", "H", "H", "H", "H", "H", "H", "H", "H", "H", "H", "H", "H", "H"],
  "coordinates": [[2.719, 0.015, -0.025], [1.474, -0.708, 0.526], [0.653, -1.623, -0.370], [-0.812, -1.785, 0.048], [-1.719, -0.588, -0.248], [-1.483, 0.628, 0.660], [-0.820, 1.816, -0.039], [0.555, 1.505, -0.635], [1.468, 0.819, 0.365], [3.742, -0.038, -0.558], [1.431, -1.043, 1.559], [1.119, -2.613, -0.349], [0.696, -1.274, -1.403], [-0.859, -2.016, 1.115], [-1.216, -2.649, -0.489], [-2.751, -0.926, -0.124], [-1.604, -0.299, -1.294], [-2.441, 0.974, 1.055], [-0.876, 0.329, 1.514], [-1.477, 2.180, -0.834], [-0.713, 2.623, 0.692], [0.444, 0.878, -1.519], [1.012, 2.444, -0.963], [1.458, 1.349, 1.315]]
}

2.
{
  "formula": "C8H15Cl2N5Zr",
  "method": "the ωB97M-V functional and the def2-TZVPD basis",
  "orbital_gap_ev": [6.20, 6.20],
  "e_homo_ev": [-6.49, -6.49],
  "charge": 0,
  "elements": ["Zr", "Cl", "Cl", "C", "H", "H", "C", "C", "H", "C", "H", "C", "H", "H", "C", "H", "H", "C", "H", "H", "H", "H", "N", "N", "N", "C", "N", "N", "H", "H", "H"],
  "coordinates": [[-0.430, -1.000, -1.059], [-0.590, 1.040, -2.362], [-0.373, -3.244, -0.045], [-2.340, -1.422, -1.854], [-3.000, -2.260, -1.530], [-2.850, -0.809, -2.630], [2.265, -0.107, 0.223], [1.992, -1.080, -0.640], [2.077, -0.228, 1.306], [2.062, -0.935, -2.141], [1.820, -2.118, -0.311], [2.939, 0.270, -2.573], [2.480, -1.838, -2.622], [1.055, -0.789, -2.641], [2.896, 1.500, -1.682], [3.979, -0.082, -2.595], [2.629, 0.540, -3.590], [2.857, 1.201, -0.157], [3.829, 2.053, -1.860], [2.054, 2.160, -1.927], [3.898, 1.245, 0.201], [2.318, 2.008, 0.374], [-2.696, 2.789, 1.946], [-2.124, 1.535, 1.882], [-2.849, 0.469, 2.331], [-2.267, -0.532, 1.672], [-1.348, -0.114, 0.768], [-1.287, 1.249, 0.871], [-2.002, 3.495, 1.741], [-3.153, 2.909, 2.839], [-2.525, -1.580, 1.786]]
}

3.
{
  "formula": "C8H15ClGaI2N2OP",
  "method": "the ωB97M-V functional and the def2-TZVPD basis",
  "orbital_gap_ev": 5.37,
  "e_homo_ev": -15.39,
  "charge": 2,
  "elements": ["I", "I", "Ga", "P", "C", "C", "H", "H", "H", "C", "H", "H", "H", "H", "H", "H", "C", "O", "Cl", "C", "N", "C", "C", "N", "C", "H", "H", "H", "H", "H", "H"],
  "coordinates": [[-2.710, -1.389, -1.185], [-2.721, 1.297, -1.052], [1.863, 0.178, 0.097], [0.290, -0.133, -2.565], [-1.059, -0.169, -3.820], [1.263, 1.197, -3.434], [2.208, -1.656, -2.753], [1.444, -1.354, -4.358], [0.650, -2.449, -3.171], [1.260, -1.547, -3.292], [2.233, 1.318, -2.941], [1.394, 0.917, -4.490], [-0.638, -0.185, -4.847], [-1.706, 0.703, -3.708], [0.671, 2.115, -3.354], [-1.673, -1.063, -3.679], [-3.220, -0.072, 1.384], [-3.934, 0.522, 2.058], [3.997, -0.215, -0.327], [-0.957, 0.855, 4.971], [-0.195, 0.306, 3.848], [0.795, -0.665, 4.016], [1.365, -0.870, 2.794], [0.819, 0.044, 1.893], [-0.188, 0.666, 2.547], [-1.492, 0.094, 5.519], [-0.299, 1.352, 5.675], [-1.683, 1.582, 4.629], [1.044, -1.111, 4.976], [2.096, -1.613, 2.478], [-0.916, 1.346, 2.094]]
}

4.
{
  "formula": "C8H15ClNO5",
  "method": "the ωB97M-V functional and the def2-TZVPD basis",
  "orbital_gap_ev": 6.51,
  "e_homo_ev": -3.74,
  "charge": -1,
  "elements": ["N", "C", "C", "C", "C", "Cl", "C", "O", "O", "H", "H", "H", "H", "H", "H", "H", "H", "H", "C", "O", "C", "O", "O", "C", "H", "H", "H", "H", "H", "H"],
  "coordinates": [[0.235, 4.066, 1.329], [-0.389, 2.921, 0.571], [0.584, 2.260, -0.510], [1.535, 1.103, 0.040], [2.889, 1.637, 0.727], [2.718, 2.047, 2.497], [-1.021, 1.897, 1.614], [-0.430, 1.403, 2.616], [-2.366, 1.544, 1.450], [-0.113, 4.906, 0.835], [1.246, 4.019, 1.146], [-1.272, 3.357, -0.016], [1.275, 3.093, -0.896], [-0.023, 1.883, -1.394], [0.993, 0.338, 0.687], [1.890, 0.515, -0.883], [3.657, 0.789, 0.658], [3.303, 2.481, 0.095], [-1.518, -1.348, 0.265], [-2.107, -2.501, -0.356], [-1.225, -3.356, -0.881], [-0.025, -3.236, -0.873], [-1.910, -4.380, -1.424], [-1.088, -5.375, -2.025], [-2.324, -0.725, 0.655], [-0.878, -1.643, 1.098], [-0.958, -0.764, -0.468], [-0.430, -5.832, -1.283], [-0.507, -4.951, -2.846], [-1.743, -6.148, -2.428]]
}